# 1
{"formula": "C2H3Cl3S", "method": "ωB97M-V/def2-TZVPD", "elements": ["C", "C", "S", "Cl", "Cl", "Cl", "H", "H", "H"], "xyz": [[-1.33717, 0.41367, 0.66710], [0.54119, -1.02557, -1.03587], [-1.14709, -0.56979, -0.90790], [1.00889, -2.15981, -2.19705], [1.73620, -0.18774, -0.19585], [3.30298, 2.13805, 0.87448], [-2.45849, 0.23960, 0.84252], [-0.86910, 1.48560, 0.59888], [-0.77740, -0.33400, 1.35370]], "atomic_forces_ev_per_a": [[1.01, -1.31, 0.17], [-0.65, 1.38, 0.62], [1.39, -0.38, -0.29], [-0.42, 0.30, 0.22], [-0.46, 0.00, 0.06], [-0.50, -0.66, -0.35], [1.68, 0.93, -0.17], [-1.17, -2.18, 0.26], [-0.87, 1.93, -0.53]], "gap_ev": [4.5, 4.5], "total_charge": 0, "total_energy_ha": -1856.6411, "fmax_ev_per_a": 2.5, "mol_weight_g_mol": 165.472}



# 2
{"formula": "C2H3Cl3S", "method": "ωB97M-V/def2-TZVPD", "elements": ["C", "C", "S", "Cl", "Cl", "Cl", "H", "H", "H"], "xyz": [[-0.62016, -0.89279, 0.17750], [-1.36619, 0.14592, -0.31035], [0.42280, -1.88774, -0.77179], [2.44267, 1.99570, 1.20379], [-1.26207, 0.85755, -1.81689], [-2.24071, 1.08799, 0.83030], [-0.82042, -1.16614, 1.20156], [2.91602, 0.77192, 1.18755], [0.52805, -0.91241, -1.70167]], "atomic_forces_ev_per_a": [[-1.83, 1.32, -0.96], [1.50, -1.37, 2.26], [0.31, 0.31, -0.31], [0.32, -0.92, -0.02], [0.14, 0.14, -1.26], [-0.51, 0.20, 0.30], [0.21, -0.09, 0.08], [-0.36, 0.89, 0.00], [0.23, -0.47, -0.09]], "gap_ev": 9.2, "total_charge": 0, "total_energy_ha": -1856.7381, "fmax_ev_per_a": 3.0, "mol_weight_g_mol": 165.472, "smiles": "SC=C(Cl)Cl.Cl"}



# 3
{"formula": "C2H3ClF2", "method": "ωB97M-V/def2-TZVPD", "elements": ["C", "C", "H", "H", "H", "F", "F", "Cl"], "xyz": [[-0.97893, -0.61815, 0.79995], [-1.87843, -0.08112, 1.49540], [0.09089, -0.82932, 1.02566], [-1.57137, 0.25452, 2.59893], [-2.78718, 0.35187, 1.15698], [0.92349, -0.10787, -1.37744], [-1.13039, -0.81197, -0.48950], [1.36905, 0.74689, -0.10301]], "atomic_forces_ev_per_a": [[3.99, -1.53, -1.32], [-1.26, 3.04, 5.94], [-1.48, -0.27, 0.70], [-0.81, -1.11, -2.49], [-0.65, -0.17, -0.48], [0.37, -0.24, -0.82], [-1.07, -0.72, -1.69], [0.92, 1.00, 0.18]], "gap_ev": 9.5, "total_charge": 0, "total_energy_ha": -737.7774, "fmax_ev_per_a": 6.8, "mol_weight_g_mol": 100.495, "smiles": "C=CF.FCl"}



# 4
{"formula": "C2H3ClF2S", "method": "ωB97M-V/def2-TZVPD", "elements": ["C", "C", "F", "F", "S", "Cl", "H", "H", "H"], "xyz": [[0.60032, -0.08814, 0.45702], [-0.01141, 1.07071, 0.26873], [-0.67866, 1.62398, 1.26564], [0.11579, 1.88911, -0.80265], [1.73536, -0.87431, -0.64606], [-2.56050, -1.18448, -0.91733], [0.39285, -0.75316, 1.36335], [-1.98185, -1.93912, 0.01782], [2.38810, 0.25541, -1.00653]], "atomic_forces_ev_per_a": [[-0.03, -1.48, 0.60], [0.81, 0.16, 0.00], [-0.46, 0.42, -0.58], [-0.24, -0.98, 1.44], [0.00, 0.59, -0.20], [0.61, -0.88, 1.05], [0.13, 1.62, -1.22], [-0.67, 0.87, -1.09], [-0.14, -0.33, 0.01]], "gap_ev": 9.5, "total_charge": 0, "total_energy_ha": -1136.0747, "fmax_ev_per_a": 2.0, "mol_weight_g_mol": 132.562, "smiles": "FC(F)=CS.Cl"}



# 5
{"formula": "C2H3ClF2S", "method": "ωB97M-V/def2-TZVPD", "elements": ["C", "C", "H", "H", "H", "F", "F", "S", "Cl"], "xyz": [[-0.23780, 0.80016, 0.12484], [0.25591, -0.59606, 0.58132], [0.00811, -0.36954, -2.02902], [0.43894, 1.62751, 0.27016], [-1.25012, 0.96354, 0.41721], [0.54541, -0.46253, 1.92869], [-0.84419, -1.40011, 0.46949], [-0.56153, 0.71802, -1.62849], [1.64527, -1.28098, -0.13419]], "atomic_forces_ev_per_a": [[1.05, -1.47, -1.46], [-1.94, 1.98, 2.06], [0.83, -1.19, -0.03], [0.22, -0.10, 0.64], [-0.28, 0.13, 1.42], [-0.34, -0.43, -0.50], [0.98, -0.26, 0.18], [-1.10, 1.72, -1.63], [0.59, -0.39, -0.67]], "gap_ev": 10.2, "total_charge": 0, "total_energy_ha": -1136.1004, "fmax_ev_per_a": 3.5, "mol_weight_g_mol": 132.562, "smiles": "FC(F)(Cl)CS"}



# 6
{"formula": "C2H3ClF2S", "method": "ωB97M-V/def2-TZVPD", "elements": ["C", "C", "F", "F", "S", "Cl", "H", "H", "H"], "xyz": [[-1.38830, 0.17302, 0.26437], [0.09571, -0.70886, -0.58661], [-1.05600, 0.03780, 1.57803], [-1.43066, 1.45838, -0.01375], [1.12110, -1.57002, 0.52607], [0.88157, 0.59592, -1.57565], [-2.29061, -0.45038, -0.05630], [-0.27916, -1.30624, -1.34269], [1.62242, -0.43760, 0.82934]], "atomic_forces_ev_per_a": [[1.81, -2.73, -0.57], [-2.32, 3.53, 0.31], [-0.79, 0.11, -0.37], [-0.19, -0.36, -0.31], [-0.64, -4.40, 0.67], [0.62, 0.85, -0.17], [1.00, 1.30, 0.71], [-1.12, -1.68, -0.99], [1.62, 3.39, 0.72]], "gap_ev": [5.5, 6.9], "total_charge": 0, "total_energy_ha": -1135.8756, "fmax_ev_per_a": 4.5, "s_squared": 2.01, "spin_multiplicity": 3, "mol_weight_g_mol": 132.562}



# 7
{"formula": "C2H3ClFN", "method": "ωB97M-V/def2-TZVPD", "elements": ["C", "C", "N", "F", "Cl", "H", "H", "H"], "xyz": [[0.77794, -1.20165, 0.54276], [0.48486, 0.10611, -1.51698], [0.76697, -0.29061, -0.37418], [1.01939, 1.19610, -2.00341], [-1.86079, 1.93981, 1.10368], [0.16393, -1.09434, 1.33087], [1.48955, -1.96193, 0.47578], [-2.84185, 1.30650, 0.44148]], "atomic_forces_ev_per_a": [[1.39, 2.34, -3.35], [-0.95, -0.47, -1.05], [-0.02, -1.71, 1.47], [0.64, 0.76, 0.24], [-1.25, -0.83, -0.82], [-2.04, 0.28, 2.73], [0.97, -1.20, -0.04], [1.27, 0.81, 0.82]], "gap_ev": 8.6, "total_charge": 0, "total_energy_ha": -692.7027, "fmax_ev_per_a": 4.3, "mol_weight_g_mol": 95.504}



# 8
{"formula": "C2H3ClFN", "method": "ωB97M-V/def2-TZVPD", "elements": ["C", "C", "N", "F", "Cl", "H", "H", "H"], "xyz": [[0.47787, 1.17645, 0.55867], [-0.53549, -0.70884, -0.31676], [-0.28024, 0.61105, -0.28796], [-0.24907, -1.47635, 0.76013], [-1.98333, -1.19383, -1.07763], [0.59983, 2.24607, 0.47369], [1.01265, 0.65350, 1.35229], [0.95778, -1.30805, -1.46243]], "atomic_forces_ev_per_a": [[-0.08, -0.31, 0.17], [2.91, -1.96, -1.45], [-0.15, 1.06, -0.10], [-0.33, 0.41, 0.02], [-0.27, -0.08, 0.02], [0.08, 0.15, 0.01], [-0.08, -0.07, -0.02], [-2.10, 0.79, 1.35]], "gap_ev": [8.1, 8.7], "total_charge": 0, "total_energy_ha": -692.6667, "fmax_ev_per_a": 3.8, "mol_weight_g_mol": 95.504}



# 9
{"formula": "C2H3ClFNO2", "method": "ωB97M-V/def2-TZVPD", "elements": ["C", "C", "H", "H", "H", "N", "O", "O", "F", "Cl"], "xyz": [[0.14097, -0.05930, 0.50203], [0.12779, -1.35181, -0.31464], [-0.21821, 2.17896, 1.19891], [-0.72629, 0.99488, -1.16391], [1.09216, -2.06629, 0.04560], [0.43334, 1.05056, -0.23603], [0.14546, 2.37411, 0.33797], [0.09828, -0.06371, 1.63569], [0.44233, -1.05408, -1.68547], [-1.53582, -2.00332, -0.32013]], "atomic_forces_ev_per_a": [[0.84, -0.10, -5.33], [2.53, -1.03, -1.76], [-0.30, -0.15, 0.94], [4.28, -0.12, 2.74], [-3.27, 1.58, -0.71], [-5.01, 3.00, -5.01], [1.05, -2.15, -0.62], [-0.73, -0.37, 7.72], [-0.44, -0.59, 1.74], [1.06, -0.07, 0.29]], "gap_ev": 10.4, "total_charge": 0, "total_energy_ha": -843.1385, "fmax_ev_per_a": 7.8, "mol_weight_g_mol": 127.502}



# 10
{"formula": "C2H3ClFNS2", "method": "ωB97M-V/def2-TZVPD", "elements": ["C", "C", "H", "H", "H", "N", "F", "S", "S", "Cl"], "xyz": [[0.81372, -0.20287, 0.04171], [0.26186, 1.12137, 0.55433], [-2.04423, -0.74322, -1.29665], [0.39812, -2.03685, -0.56646], [1.09629, 1.76752, 0.89406], [-0.05058, -1.20728, -0.24307], [-0.57400, 0.93766, 1.60423], [-1.74550, -1.25663, -0.07387], [2.43873, -0.35649, -0.15474], [-0.59442, 1.97680, -0.75954]], "atomic_forces_ev_per_a": [[0.23, -0.05, -0.05], [0.69, 0.37, 0.11], [0.01, -0.16, 0.33], [0.22, -0.53, -0.21], [-0.52, -0.46, -0.41], [-0.05, 0.69, 0.33], [-0.24, -0.04, 0.21], [0.04, 0.19, -0.43], [-0.45, 0.03, 0.04], [0.07, -0.04, 0.08]], "gap_ev": 9.0, "total_charge": 0, "total_energy_ha": -1489.1730, "fmax_ev_per_a": 0.8, "mol_weight_g_mol": 159.638, "smiles": "F[C@H](Cl)C(=S)NS"}